{
  "formula": "C5H15N2O",
  "method": "ωB97M-V with the def2-TZVPD basis set",
  "total_charge": 1,
  "e_tot_ha": -383.93244,
  "de_lowest_kcal_mol": 74.4,
  "lumo_ev": -3.6,
  "e_homo_ha": -0.4696,
  "orbital_gap_ev": 9.201,
  "spin_multiplicity": 1,
  "elements": ["H", "H", "C", "H", "C", "C", "H", "H", "H", "C", "H", "O", "H", "N", "N", "H", "H", "H", "C", "H", "H", "H", "H"],
  "coordinates": [[-0.97, -1.05, -1.22], [1.17, -1.89, 1.75], [-0.20, -0.60, -0.37], [1.80, -0.80, -0.99], [1.18, -1.36, -0.34], [1.77, -1.38, 1.02], [-0.89, -0.66, 0.47], [1.83, -0.36, 1.36], [1.95, -2.94, -1.22], [-0.53, 1.85, -0.20], [-2.59, 2.52, 3.97], [-3.00, 2.19, 3.17], [0.25, 0.04, -2.81], [0.32, 1.00, -2.32], [0.96, -2.75, -0.83], [-0.66, 1.82, 0.89], [-3.32, 1.35, 3.38], [-1.01, 2.78, -0.47], [-0.02, 0.82, -0.83], [2.77, -1.76, 1.13], [1.26, 1.38, -2.53], [-0.32, 1.67, -2.77], [0.64, -3.27, 0.02]],
  "mulliken_charge": [0.332, 0.379, -1.138, 0.323, 0.414, -1.542, 0.519, 0.366, 0.320, -1.020, 0.324, -0.631, 0.428, -0.279, -0.621, 0.301, 0.311, 0.294, 0.474, 0.397, 0.368, 0.370, 0.312]
}

***

{
  "formula": "C3H31N2O14",
  "method": "ωB97M-V with the def2-TZVPD basis set",
  "total_charge": -1,
  "e_tot_ha": -1295.87579,
  "de_lowest_kcal_mol": 4.8,
  "lumo_ev": 2.3,
  "e_homo_ha": -0.2207,
  "orbital_gap_ev": 8.333,
  "spin_multiplicity": 1,
  "elements": ["H", "O", "H", "H", "N", "H", "H", "H", "H", "H", "H", "H", "H", "H", "O", "O", "O", "H", "H", "O", "O", "H", "H", "H", "H", "C", "O", "H", "H", "H", "O", "H", "O", "H", "N", "H", "H", "O", "H", "C", "H", "O", "O", "H", "H", "O", "C", "H", "H", "O"],
  "coordinates": [[0.96, -2.69, -2.67], [-0.38, -1.82, 0.07], [-0.73, -1.12, -0.52], [2.69, 1.31, -0.11], [-1.10, 3.09, -0.07], [-0.25, 0.72, -0.13], [3.03, -0.91, -3.31], [1.67, 2.01, -1.52], [0.15, 1.07, 3.71], [2.49, -0.89, -0.05], [-3.59, -1.86, 2.63], [-3.23, -2.17, 0.30], [-3.12, -0.36, 2.73], [0.11, -1.84, -3.57], [-0.69, 1.09, 4.18], [-2.17, 2.42, 1.81], [1.03, 1.86, -2.27], [0.48, -1.93, -0.41], [-0.51, 1.20, -3.64], [2.95, 2.31, -0.48], [0.00, -2.76, 3.01], [2.42, 0.69, 2.59], [1.46, -0.76, 2.02], [-1.82, 3.76, -0.26], [-3.00, -0.03, -1.01], [-0.47, 0.92, 0.91], [-3.87, -0.95, 2.83], [2.82, -2.57, -0.22], [-2.06, -3.03, 0.59], [2.50, -0.68, -1.93], [-2.10, -0.07, -1.35], [-1.05, 0.21, 1.51], [-3.03, -3.03, 0.66], [1.19, 2.14, 1.14], [0.77, 1.34, 1.60], [1.49, 1.24, -2.84], [-2.02, 0.23, -2.27], [0.46, -2.73, -3.49], [-2.07, 1.28, -3.76], [-1.36, 2.17, 0.93], [-1.29, 1.73, 3.81], [2.62, 0.18, 0.68], [-1.31, 0.68, -3.78], [0.21, -2.77, 2.07], [0.08, -1.82, 3.22], [2.33, -0.43, -2.86], [1.77, 0.26, 1.81], [3.76, 2.32, -0.98], [-0.43, 2.88, -0.80], [2.19, -1.91, -0.53]],
  "mulliken_charge": [0.321, -0.308, 0.060, 0.448, -0.330, -0.064, 0.245, 0.186, 0.338, 0.475, 0.356, 0.284, 0.362, 0.343, -0.704, -0.705, -0.671, 0.224, 0.360, -0.793, -0.676, 0.383, 0.036, 0.257, 0.227, 1.123, -0.698, 0.123, 0.348, 0.264, -0.516, -0.007, -0.684, 0.385, -0.300, 0.365, 0.266, -0.681, 0.288, -0.143, 0.304, -0.772, -0.694, 0.298, 0.368, -0.663, -0.373, 0.241, 0.186, -0.681]
}

***

{
  "formula": "C14H18BaBrF6NO4S2",
  "method": "ωB97M-V with the def2-TZVPD basis set",
  "e_tot_ha": -4895.16997,
  "lumo_ev": -0.1,
  "e_homo_ha": -0.3184,
  "orbital_gap_ev": 8.610,
  "spin_multiplicity": 1,
  "elements": ["C", "Br", "C", "N", "H", "H", "H", "H", "Ba", "H", "F", "C", "C", "C", "C", "H", "H", "H", "H", "H", "F", "H", "O", "F", "F", "S", "H", "C", "H", "C", "O", "C", "S", "O", "F", "H", "H", "C", "H", "F", "C", "C", "C", "H", "C", "O", "H"],
  "coordinates": [[-3.37, -0.59, 1.14], [-0.90, 0.19, -1.16], [-1.67, -0.58, 2.85], [3.88, 1.16, 1.20], [0.05, 1.88, 3.71], [-5.18, -0.77, -0.03], [-1.49, 2.49, 4.25], [-1.34, -3.08, 1.56], [1.14, 0.47, 1.11], [-4.56, -2.31, 0.52], [4.56, 4.52, 2.83], [-1.72, 0.82, 2.89], [-2.48, -1.29, 1.95], [-3.38, 0.81, 1.14], [4.66, 3.58, 1.90], [-3.39, 3.50, 2.22], [-3.99, 1.33, -0.85], [-1.35, -1.86, 4.56], [-0.88, 0.98, 4.89], [-5.32, 1.22, 0.29], [4.18, 4.04, 0.75], [-1.66, 3.44, 2.49], [2.31, 2.63, 2.50], [5.93, 3.24, 1.75], [2.38, -0.76, 3.51], [3.67, 2.12, 2.44], [-0.22, -2.14, 3.26], [-0.97, 1.58, 3.98], [-4.26, 2.61, 0.32], [-2.34, -2.79, 1.90], [4.25, 1.61, 3.65], [-4.28, 1.54, 0.18], [4.17, -0.38, 1.32], [3.40, -1.03, 0.28], [3.25, -2.46, 2.50], [-3.05, -3.25, 1.22], [-3.75, -1.45, -0.79], [-2.53, 1.52, 1.98], [-2.48, -3.23, 2.89], [4.47, -1.24, 3.79], [-2.47, 3.02, 1.89], [3.51, -1.22, 2.90], [-0.77, -1.36, 3.78], [-0.03, -0.73, 4.29], [-4.27, -1.32, 0.16], [5.55, -0.68, 1.43], [-2.30, 3.34, 0.86]],
  "mulliken_charge": [0.972, -0.798, 0.891, -0.554, 0.264, 0.400, 0.476, 0.273, 1.569, 0.518, -0.193, 0.572, 0.720, 0.945, 0.537, 0.411, 0.335, 0.321, 0.446, 0.414, -0.206, 0.348, -0.731, -0.200, -0.203, 1.335, 0.469, -1.613, 0.434, -1.828, -0.612, -2.322, 0.860, -0.559, -0.229, 0.367, 0.287, 1.539, 0.340, -0.180, -2.517, 0.622, -1.919, 0.252, -2.122, -0.626, 0.496]
}

***

{
  "formula": "C2H3BrO",
  "method": "ωB97M-V with the def2-TZVPD basis set",
  "e_tot_ha": -2727.05121,
  "de_lowest_kcal_mol": 128.4,
  "lumo_ev": -0.8,
  "e_homo_ha": -0.3259,
  "orbital_gap_ev": 8.023,
  "spin_multiplicity": 1,
  "elements": ["H", "C", "Br", "C", "O", "H", "H"],
  "coordinates": [[1.96, 0.68, -0.38], [0.34, -0.73, 0.00], [-2.14, 0.93, 0.35], [0.92, 0.38, -0.09], [-1.80, -0.74, 0.45], [0.38, 1.32, -0.20], [0.35, -1.84, -0.13]],
  "mulliken_charge": [0.248, 0.185, 0.060, -0.479, -0.493, 0.155, 0.323]
}

***

{
  "formula": "C3H9N5",
  "method": "ωB97M-V with the def2-TZVPD basis set",
  "e_tot_ha": -393.45410,
  "de_lowest_kcal_mol": 37.3,
  "lumo_ev": 0.7,
  "smiles": "[H]/N=C(\\N)N/C(C)=N\\N",
  "e_homo_ha": -0.2948,
  "orbital_gap_ev": 8.742,
  "spin_multiplicity": 1,
  "elements": ["H", "C", "H", "H", "C", "N", "H", "H", "N", "H", "H", "H", "H", "C", "N", "N", "N"],
  "coordinates": [[0.85, -1.72, 0.40], [-0.25, -0.18, 1.41], [-0.23, -2.20, 1.61], [-1.24, -1.23, -0.50], [1.57, 1.54, -1.25], [-0.71, 0.20, 2.55], [1.88, 1.48, -2.30], [1.24, 2.62, -1.06], [0.11, 0.80, 0.50], [-1.41, -1.55, -2.25], [-0.76, -0.63, 3.15], [0.12, 1.73, 0.90], [2.42, 1.37, -0.64], [0.47, 0.59, -0.88], [-0.06, -1.50, 0.91], [-1.19, -0.97, -1.50], [-0.09, -0.18, -1.73]],
  "mulliken_charge": [0.253, 0.530, 0.206, 0.337, -1.179, -0.738, 0.363, 0.267, -0.191, 0.219, 0.208, 0.274, 0.293, 0.588, -0.614, -0.450, -0.368]
}

***

{
  "formula": "C4H11INS",
  "method": "ωB97M-V with the def2-TZVPD basis set",
  "total_charge": 1,
  "e_tot_ha": -909.25464,
  "de_lowest_kcal_mol": 66.1,
  "lumo_ev": -3.7,
  "e_homo_ha": -0.4245,
  "orbital_gap_ev": 7.897,
  "spin_multiplicity": 1,
  "elements": ["H", "S", "H", "H", "C", "H", "H", "H", "C", "H", "H", "C", "H", "C", "N", "H", "I", "H"],
  "coordinates": [[-2.49, -3.08, 0.38], [0.68, 2.18, 0.68], [-1.14, -1.55, 1.74], [1.03, 3.87, -1.19], [-2.01, -2.30, -0.10], [2.27, 2.73, -0.84], [-0.48, 2.95, 0.63], [-2.67, -1.38, -0.10], [0.09, 0.86, -0.36], [0.97, -2.44, 1.33], [-0.06, 1.23, -1.43], [-0.82, -2.09, 0.77], [-1.75, -2.54, -1.22], [1.60, 3.38, -0.38], [0.25, -2.66, 0.70], [2.16, 4.33, 0.07], [1.99, -0.24, -0.58], [0.35, -3.24, -0.12]],
  "mulliken_charge": [0.403, 0.099, 0.292, 0.341, -1.126, 0.216, 0.221, 0.297, -0.623, 0.295, 0.333, 0.239, 0.367, -0.720, -0.119, 0.308, -0.088, 0.264]
}

***

{
  "formula": "C5H8O",
  "method": "ωB97M-V with the def2-TZVPD basis set",
  "e_tot_ha": -270.43813,
  "de_lowest_kcal_mol": 75.2,
  "lumo_ev": 1.0,
  "smiles": "C=C1CC1.C=O",
  "e_homo_ha": -0.3552,
  "orbital_gap_ev": 10.670,
  "spin_multiplicity": 1,
  "elements": ["H", "H", "H", "C", "H", "H", "C", "H", "C", "H", "C", "H", "C", "O"],
  "coordinates": [[1.64, -0.83, -0.67], [-2.11, -0.54, -0.94], [1.47, 1.72, 1.18], [1.46, -0.38, 0.31], [-1.83, 0.59, 1.28], [-0.88, 0.62, -1.67], [0.12, 0.12, 0.62], [2.00, -0.84, 1.13], [-1.08, -0.18, 1.08], [-1.38, -1.22, 1.23], [1.15, 1.12, 0.34], [1.19, 1.64, -0.62], [-1.16, -0.44, -1.49], [-0.51, -1.37, -1.89]],
  "mulliken_charge": [0.231, 0.299, 0.242, -0.440, 0.317, 0.248, 0.243, 0.226, -0.874, 0.349, -0.445, 0.197, -0.143, -0.451]
}